C36H50AuN5PSe as an isolated structure, computed with the ωB97M-V functional and the def2-TZVPD basis.

Element x y z (Å)
Au1 0.8981 -0.7653 0.5112
C1 -4.5118 -2.6828 -3.6592
C2 -4.0068 -1.2817 -4.0347
C3 -5.1022 -0.2622 -3.7221
C4 -3.7079 -1.2302 -5.5397
C5 -2.7271 -1.0077 -3.2540
C6 -1.5748 -1.7532 -3.4991
C7 -0.4332 -1.5159 -2.7571
N1 -0.3628 -0.5901 -1.8046
C8 -1.4508 0.1343 -1.5610
C9 -2.6427 -0.0441 -2.2562
C10 -1.3278 1.1737 -0.4995
C11 -2.0909 2.3352 -0.5571
C12 -1.9778 3.3217 0.4115
C13 -1.0698 3.0715 1.4423
C14 -0.3422 1.9045 1.4408
N2 -0.4516 0.9666 0.4907
C15 -2.7633 4.6235 0.3679
C16 -3.4817 4.8282 1.7095
C17 -3.8039 4.6307 -0.7516
C18 -1.7719 5.7736 0.1343
H1 -5.4049 -2.9230 -4.2381
H2 -4.7677 -2.7346 -2.5993
H3 -3.7609 -3.4465 -3.8654
H4 -5.9825 -0.4832 -4.3260
H5 -4.7853 0.7559 -3.9584
H6 -5.4088 -0.3004 -2.6750
H7 -4.6313 -1.3758 -6.1017
H8 -3.0108 -2.0103 -5.8455
H9 -3.2852 -0.2650 -5.8238
H10 -1.5583 -2.5212 -4.2601
H11 0.4729 -2.0857 -2.9341
H12 -3.5096 0.5458 -1.9994
H13 -2.7548 2.4734 -1.3958
H14 -0.9234 3.7755 2.2496
H15 0.3444 1.6807 2.2460
H16 -4.1377 3.9867 1.9379
H17 -4.0917 5.7309 1.6623
H18 -2.7806 4.9489 2.5355
H19 -4.5237 3.8174 -0.6391
H20 -3.3426 4.5572 -1.7381
H21 -4.3578 5.5689 -0.7213
H22 -1.0104 5.8098 0.9150
H23 -2.3035 6.7261 0.1393
H24 -1.2691 5.6682 -0.8285
C19 3.1294 -3.0610 1.9713
P1 1.9735 -2.7579 0.6083
C20 2.9485 -3.0331 -0.8947
C21 2.5461 -3.9024 -1.9042
C22 3.3199 -4.0413 -3.0487
C23 4.4917 -3.3133 -3.1891
C24 4.8898 -2.4370 -2.1876
C25 4.1200 -2.2893 -1.0452
C26 0.8046 -4.1390 0.7032
C27 -0.5630 -3.9040 0.8023
C28 -1.4506 -4.9667 0.9110
C29 -0.9748 -6.2680 0.9175
C30 0.3901 -6.5113 0.8159
C31 1.2761 -5.4530 0.7100
H25 3.6800 -3.9854 1.7982
H26 2.5550 -3.1491 2.8944
H27 3.8159 -2.2174 2.0592
H28 1.6383 -4.4831 -1.7963
H29 3.0069 -4.7230 -3.8288
H30 5.0958 -3.4277 -4.0795
H31 5.8007 -1.8636 -2.2973
H32 4.4232 -1.5864 -0.2749
H33 -0.9319 -2.8849 0.7912
H34 -2.5128 -4.7757 0.9899
H35 -1.6651 -7.0968 1.0031
H36 0.7624 -7.5271 0.8189
H37 2.3382 -5.6513 0.6267
Se1 4.6378 0.4413 1.8214
C32 3.5176 3.9505 1.6886
N3 3.0512 3.3274 2.9255
C33 2.7038 4.2262 4.0189
C34 2.8497 2.0057 2.9661
N4 2.7954 1.2677 1.8316
N5 2.6035 1.3952 4.1500
C35 3.5344 1.6144 5.2616
C36 2.0897 0.0297 4.1130
H38 3.7967 4.9768 1.9093
H39 2.7350 3.9676 0.9250
H40 4.3949 3.4184 1.3168
H41 2.1057 5.0462 3.6194
H42 3.5973 4.6443 4.4849
H43 2.1190 3.6998 4.7665
H44 2.8302 1.8728 1.0223
H45 4.1615 2.4802 5.0775
H46 4.1913 0.7452 5.3353
H47 2.9903 1.7460 6.1967
H48 1.2243 -0.0391 3.4578
H49 1.7890 -0.2350 5.1255
H50 2.8602 -0.6622 3.7633

Calculated values
frontier orbital gap = 6.9 eV
HOMO = -9.39 eV
multiplicity = 1
molecular weight = 859.73 g mol⁻¹
net charge = +1
ΔE to the lowest compared entry with this formula, charge and spin = 0.0 kJ/mol
electronic energy = -4553.90411 a.u.